Record 1
# C38H66Cl18FINO4P

A 10-piece molecular cluster, C38H66Cl18FINO4P overall at a distorted geometry (ωB97M-V/def2-TZVPD, OMol25).

Results
Structure (SMILES): CCCCCCCCCCCCC1=C(F)C(=O)C(CC(=O)I)=C(P(N)O)C1=O.ClCCCl.ClCCCl.ClCCCl.ClCCCl.ClCCCl.ClCCCl.ClCCCl.ClCCCl.ClCCCl
LUMO: -1.476 eV
Frontier orbital gap: 0.2610 Ha

Each line ends with the Löwdin charge.
Cartesian coordinates (Å):
C (-4.1273, -0.1286, 2.1234)  -0.1108
C (-3.3137, 1.1310, 2.4839)  -0.2433
C (-2.1482, 1.3080, 1.4526)  -0.2033
C (-0.9955, 0.3980, 1.8997)  -0.1965
C (0.3355, 0.6035, 1.1145)  -0.1941
C (0.8654, -0.6901, 0.4680)  -0.2004
C (0.1764, -1.1397, -0.8444)  -0.1917
C (-1.1730, -1.8222, -0.7093)  -0.1960
C (-1.5264, -2.4917, -2.0713)  -0.1790
C (-3.0492, -2.5361, -2.2142)  -0.1850
C (-3.5977, -1.5195, -3.2433)  -0.1620
C (-3.9493, -0.1369, -2.6298)  -0.0812
C (-3.4035, 1.0231, -3.4190)  -0.0432
C (-4.1777, 2.0370, -3.7684)  -0.1692
F (-5.4368, 2.1058, -3.4060)  0.1387
C (-3.6895, 3.1546, -4.6147)  -0.2421
O (-4.5004, 3.8853, -5.1690)  0.1346
C (-2.2319, 3.3619, -4.7608)  -0.1561
C (-1.7830, 4.6607, -5.3466)  -0.1481
C (-1.0080, 4.4498, -6.6478)  -0.8459
O (-1.2041, 3.4650, -7.3121)  -0.0150
I (0.4435, 5.8796, -7.3155)  0.8139
C (-1.3933, 2.3965, -4.3918)  -0.1891
P (0.4475, 2.4057, -4.4929)  0.8962
N (1.0477, 4.0085, -4.3075)  -0.1861
O (0.9665, 1.6188, -3.1207)  -0.2921
C (-1.9860, 1.1062, -3.8836)  -0.2946
O (-1.2927, 0.1063, -3.9205)  0.0824
H (-4.5764, -0.5636, 3.0055)  0.0676
H (-3.4281, -0.8340, 1.6969)  0.0537
H (-4.8651, 0.1128, 1.3813)  0.0122
H (-3.9423, 2.0113, 2.4562)  0.0350
H (-2.8489, 1.0197, 3.4528)  0.0930
H (-2.5078, 1.0026, 0.4778)  0.0866
H (-1.8013, 2.3339, 1.4472)  0.1001
H (-1.3205, -0.6283, 1.8523)  0.0902
H (-0.8361, 0.6344, 2.9446)  0.1024
H (1.0642, 0.8963, 1.8630)  0.0112
H (0.2925, 1.4226, 0.4053)  0.0962
H (0.9105, -1.4827, 1.2042)  0.0872
H (1.9017, -0.5006, 0.1847)  0.0897
H (0.8832, -1.7750, -1.3707)  0.1111
H (-0.0027, -0.2806, -1.4768)  0.0841
H (-1.8814, -1.0409, -0.5083)  0.0714
H (-1.1932, -2.5537, 0.0969)  0.1005
H (-1.0540, -3.4742, -2.0977)  0.0827
H (-1.0436, -1.9183, -2.8470)  0.0848
H (-3.5202, -2.3252, -1.2594)  0.1016
H (-3.3582, -3.5386, -2.4890)  0.0988
H (-4.5232, -1.9687, -3.5952)  0.1034
H (-2.9717, -1.4316, -4.1131)  0.0961
H (-5.0174, -0.0278, -2.5808)  0.1114
H (-3.5724, -0.1372, -1.6238)  0.0984
H (-1.2726, 5.2933, -4.6356)  0.0896
H (-2.6746, 5.2062, -5.6477)  0.1251
H (1.9782, 3.9628, -3.9122)  0.0301
H (0.4550, 4.5181, -3.6590)  -0.0611
H (0.5744, 2.0886, -2.3728)  0.0429
Cl (3.3797, -2.5267, 2.7070)  0.5491
C (4.5618, -1.3169, 2.1398)  -0.6585
C (4.6859, -0.1568, 3.0928)  -0.7024
Cl (3.2046, 0.8478, 3.1203)  0.5910
H (4.2582, -0.9875, 1.1491)  0.0652
H (5.5197, -1.8248, 2.0574)  0.0445
H (5.4892, 0.4900, 2.7881)  -0.0052
H (4.8810, -0.4947, 4.1068)  0.0581
Cl (1.4235, -5.4526, -1.3564)  0.5464
C (0.3664, -6.8551, -1.0525)  -0.6910
C (-1.0156, -6.4409, -0.6431)  -0.6657
Cl (-1.0481, -5.6831, 0.9622)  0.5420
H (0.8434, -7.4765, -0.2962)  -0.0485
H (0.3118, -7.4206, -1.9821)  0.0773
H (-1.6626, -7.3155, -0.5948)  0.0734
H (-1.4449, -5.7349, -1.3501)  0.0521
Cl (-3.4991, 4.9589, 3.6141)  0.5479
C (-5.0882, 5.6488, 3.1986)  -0.6586
C (-6.0293, 4.5800, 2.7250)  -0.6950
Cl (-5.5637, 3.9103, 1.1428)  0.5446
H (-4.9444, 6.4231, 2.4494)  0.0681
H (-5.4818, 6.1109, 4.1022)  0.0730
H (-7.0329, 4.9853, 2.6081)  0.0686
H (-6.0721, 3.7588, 3.4362)  0.0464
Cl (-7.3178, -0.9877, 1.0257)  0.5779
C (-8.9733, -0.4418, 1.3978)  -0.6616
C (-9.0921, 1.0501, 1.2662)  -0.6505
Cl (-8.1783, 1.8454, 2.5684)  0.5685
H (-9.2294, -0.7678, 2.4022)  0.0667
H (-9.6370, -0.9426, 0.6951)  0.0720
H (-10.1304, 1.3609, 1.3661)  0.0732
H (-8.7203, 1.4008, 0.3066)  0.0717
Cl (8.2515, -3.6093, 3.7275)  0.5486
C (9.1424, -2.2559, 4.4725)  -0.6871
C (8.2467, -1.0642, 4.7163)  -0.6802
Cl (7.7490, -0.3250, 3.1671)  0.6305
H (9.9730, -1.9978, 3.8212)  0.0711
H (9.5462, -2.6236, 5.4068)  0.0049
H (8.7723, -0.2978, 5.2763)  0.0346
H (7.3511, -1.3376, 5.2686)  0.0610
Cl (1.6446, 0.2021, -9.4830)  0.5319
C (-0.1006, 0.3411, -9.1416)  -0.6627
C (-0.5103, -0.3877, -7.8920)  -0.6751
Cl (-0.4058, -2.1612, -8.0567)  0.5324
H (-0.6393, -0.0205, -10.0135)  0.0673
H (-0.3122, 1.4024, -9.0197)  0.0571
H (-1.5481, -0.1546, -7.6601)  0.0708
H (0.1085, -0.0891, -7.0488)  0.0557
Cl (1.0658, -9.2209, 1.1666)  0.6068
C (1.6673, -9.1301, 2.8432)  -0.6342
C (3.0178, -8.4680, 2.9240)  -0.6598
Cl (4.2998, -9.4684, 2.1955)  0.5398
H (1.6915, -10.1388, 3.2460)  0.0678
H (0.9398, -8.5505, 3.4085)  0.0752
H (3.2873, -8.3156, 3.9673)  0.0728
H (3.0184, -7.5033, 2.4234)  0.0708
Cl (10.0514, 1.7080, 8.1703)  0.5445
C (9.2316, 0.6183, 9.3170)  -0.6615
C (9.6950, -0.8069, 9.1707)  -0.6313
Cl (9.1659, -1.5217, 7.6241)  0.6479
H (8.1605, 0.7068, 9.1571)  0.0694
H (9.4616, 0.9765, 10.3185)  0.0739
H (9.2701, -1.4165, 9.9658)  0.0749
H (10.7774, -0.8827, 9.2209)  0.0712
Cl (0.9994, 6.6797, -2.7702)  0.5964
C (1.9188, 6.9290, -1.2609)  -0.6349
C (3.3330, 7.3629, -1.5390)  -0.6609
Cl (4.2948, 6.0604, -2.2847)  0.5447
H (1.8895, 6.0047, -0.6914)  0.0713
H (1.4000, 7.6970, -0.6935)  0.0736
H (3.8239, 7.6274, -0.6045)  0.0741
H (3.3631, 8.2242, -2.2007)  0.0690


Record 2
# C38H67Br3O19

C38H67Br3O19 as an isolated structure at a distorted geometry (ωB97M-V/def2-TZVPD, OMol25).

Results
LUMO: -0.575 eV
Frontier orbital gap: 0.3022 Ha

Each line ends with the Löwdin charge.
Cartesian coordinates (Å):
C (2.4801, 2.0253, 1.2706)  0.0058
C (3.0592, 3.5638, 1.3148)  -0.1292
C (4.3125, 3.6329, 2.2545)  -0.1005
O (5.3350, 3.6937, 1.3343)  0.0546
C (4.8547, 3.6471, 0.0075)  -0.5427
O (5.5921, 3.5640, -0.9494)  0.1279
O (3.6115, 3.7768, 0.0219)  0.1355
H (3.2811, 1.2861, 1.2668)  0.0638
H (1.8934, 1.8028, 0.3793)  0.0494
H (1.7672, 1.8409, 2.0743)  0.0864
H (2.2721, 4.2606, 1.6029)  0.1263
H (4.3288, 2.6825, 2.7880)  0.1295
H (4.4241, 4.5578, 2.8203)  0.1426
C (-0.8267, -4.2120, 3.0949)  -0.0058
C (-0.7365, -2.7539, 3.5020)  -0.3830
C (-1.8334, -1.9793, 2.7861)  -0.3792
O (-2.3219, -1.2100, 3.8054)  -0.0135
C (-1.9718, -1.6955, 5.0208)  -0.4502
O (-2.1475, -1.2105, 6.1497)  0.1151
O (-1.1907, -2.7545, 4.7600)  0.0943
H (0.0232, -4.7556, 3.5077)  0.0983
H (-0.7007, -4.1816, 2.0126)  0.0263
H (-1.8286, -4.4333, 3.4628)  0.1100
H (0.2548, -2.3024, 3.5419)  0.0862
H (-2.6440, -2.6184, 2.4359)  -0.0322
H (-1.5113, -1.3939, 1.9249)  -0.0335
C (-0.6420, -1.4600, -1.0951)  -0.1714
C (0.0726, -0.8648, 0.1275)  -0.1755
C (0.6742, 0.5455, -0.2188)  -0.0995
O (0.1231, 1.3127, 0.7939)  -0.0553
C (-0.6133, 0.6058, 1.5873)  -0.6037
O (-1.0143, 1.0612, 2.7182)  0.0708
O (-0.8675, -0.5524, 1.1062)  -0.0490
H (-1.4492, -0.7559, -1.2970)  0.0254
H (-1.0700, -2.3698, -0.6742)  -0.0415
H (0.0514, -1.6724, -1.9088)  -0.0059
H (0.9297, -1.4383, 0.4803)  0.1366
H (0.1382, 0.8945, -1.1014)  0.0895
H (1.7583, 0.4379, -0.2559)  0.0667
C (-3.3867, 0.0280, 2.1033)  -0.0168
C (-4.1074, 1.2511, 1.5267)  -0.3002
C (-5.0731, 1.8599, 2.5035)  -0.0467
O (-4.6531, 3.2187, 2.4408)  0.1051
C (-3.6576, 3.4204, 1.6027)  -0.4960
O (-3.1459, 4.4881, 1.1604)  0.0962
O (-3.1065, 2.2040, 1.4198)  0.0007
H (-3.2189, 0.0564, 3.1799)  0.1014
H (-2.3910, -0.0461, 1.6659)  0.0465
H (-3.8203, -0.9668, 2.0007)  0.0838
H (-4.5605, 1.0923, 0.5482)  0.1394
H (-5.0244, 1.3979, 3.4895)  0.1434
H (-6.1075, 1.7827, 2.1685)  0.1399
C (-1.1572, 4.2244, 3.6342)  0.0042
C (-0.2206, 4.5240, 2.5111)  -0.4369
O (0.4582, 5.5542, 2.4291)  0.0346
C (-0.4274, 3.5829, 1.3261)  -0.0154
H (-1.1067, 5.1197, 4.2539)  0.0907
H (-1.0588, 3.2698, 4.1510)  0.0914
H (-2.1293, 4.2992, 3.1466)  0.0656
H (0.2917, 2.7762, 1.4683)  0.0534
H (-0.2746, 4.1668, 0.4185)  0.1120
H (-1.4760, 3.3038, 1.2223)  0.0507
C (1.6987, 2.0507, -2.1241)  0.0201
C (3.0074, 1.4488, -1.7512)  -0.3957
O (3.1381, 0.5361, -0.8972)  -0.1184
C (4.1301, 2.0477, -2.4790)  0.0014
H (0.8002, 1.4611, -1.9421)  0.0413
H (1.7440, 2.1150, -3.2113)  0.1130
H (1.7293, 3.0338, -1.6544)  0.1263
H (4.6546, 1.3347, -3.1151)  0.1013
H (4.8506, 2.4728, -1.7803)  0.0401
H (3.8687, 2.8917, -3.1173)  0.1110
C (0.8629, -0.2809, 3.5229)  0.0217
C (1.7283, -1.2725, 2.7318)  -0.3286
O (1.4006, -2.4514, 2.4218)  0.0245
C (3.0600, -0.6835, 2.3132)  -0.0242
H (-0.1295, -0.3553, 3.0781)  0.0580
H (1.2734, 0.7232, 3.4168)  0.0875
H (0.9029, -0.4073, 4.6048)  0.1367
H (3.6632, -0.4226, 3.1828)  0.1225
H (2.9361, 0.1961, 1.6815)  0.0227
H (3.6449, -1.3996, 1.7359)  0.0519
C (3.6566, -1.1219, -2.9366)  0.0406
C (2.9391, -1.4710, -1.5921)  -0.3946
O (1.8501, -1.9872, -1.5953)  -0.0435
C (3.8339, -1.5997, -0.3204)  -0.0081
H (3.4028, -1.9896, -3.5455)  0.0794
H (4.7362, -1.0401, -2.8108)  0.0967
H (3.1489, -0.2288, -3.3008)  0.0760
H (4.4176, -0.7362, -0.0012)  0.0920
H (4.4010, -2.5235, -0.4353)  0.1083
H (3.1894, -1.6399, 0.5578)  0.0178
C (-1.3677, -0.8058, -5.1390)  -0.0277
C (-2.5424, -1.4605, -4.4248)  -0.4559
O (-3.6336, -1.5730, -4.9303)  0.0608
C (-2.3948, -1.9471, -3.0028)  -0.2093
H (-1.6384, 0.0452, -5.7640)  0.0839
H (-1.0132, -1.6575, -5.7196)  0.0649
H (-0.6779, -0.2761, -4.4820)  0.0617
H (-3.3306, -1.8769, -2.4482)  0.0027
H (-1.5166, -1.4785, -2.5587)  0.0195
H (-2.1346, -3.0006, -3.1055)  0.0022
C (0.4173, -3.0032, -2.8565)  -0.1145
C (0.4225, -3.4381, -4.2796)  -0.4235
O (-0.3993, -3.0726, -5.0535)  0.0536
C (1.4921, -4.4430, -4.6704)  0.0041
H (-0.3035, -3.3990, -2.1410)  -0.0297
H (0.3628, -1.9208, -2.7400)  0.0602
H (1.3945, -3.3220, -2.4936)  0.0961
H (1.5233, -5.2411, -3.9285)  0.0852
H (2.4816, -4.0016, -4.7897)  0.0781
H (1.1506, -4.8749, -5.6111)  0.0852
C (-2.4912, 0.9004, -0.9105)  0.0192
C (-2.2719, 1.0945, -2.3836)  -0.4445
O (-1.2514, 0.7460, -2.8353)  0.0603
C (-3.4079, 1.7608, -3.1896)  0.0356
H (-1.7544, 1.3978, -0.2797)  0.1072
H (-2.5351, -0.1711, -0.7159)  0.0831
H (-3.4645, 1.3314, -0.6756)  0.0773
H (-3.1360, 1.6505, -4.2393)  0.0863
H (-3.6296, 2.7622, -2.8206)  0.0926
H (-4.2936, 1.1676, -2.9618)  0.0918
C (-2.7053, -4.5314, -0.3462)  -1.1613
Br (-2.4706, -2.8080, 0.6840)  1.0771
Br (-0.9106, -5.2013, -0.8916)  0.7154
Br (-3.7557, -3.9303, -1.9291)  0.7696
H (-3.2688, -5.3070, 0.1725)  -0.0014


Record 3
# C38H67ClN10O5P3Yb

C38H67ClN10O5P3Yb as an isolated structure at a distorted geometry (ωB97M-V/def2-TZVPD, OMol25).

Results
LUMO (spin up / spin down): -5.095 / -5.102 eV
Spin multiplicity: 2
Frontier orbital gap (spin up / spin down): 0.2514 / 0.2508 Ha
Total charge: +2

Each line ends with the Löwdin charge.
Cartesian coordinates (Å):
Yb (-21.3392, -0.4141, 7.4828)  1.6275
C (-20.7745, 2.7104, 6.2537)  -0.2738
P (-20.4279, 2.1922, 4.5209)  1.0302
C (-22.1292, 1.7629, 4.0113)  -0.4479
N (-23.1286, 2.5829, 4.0007)  0.1502
C (-24.3376, 2.1615, 3.5236)  -0.2211
C (-25.4604, 3.0350, 3.5502)  -0.0181
C (-26.6057, 2.6858, 2.9101)  -0.0498
C (-26.6900, 1.4245, 2.2653)  -0.0487
C (-25.6494, 0.5437, 2.2965)  0.0053
C (-24.4268, 0.9174, 2.9298)  -0.2165
N (-23.4181, 0.0084, 3.0538)  0.1400
C (-22.3092, 0.4011, 3.6356)  -0.4534
P (-21.1587, -0.8460, 4.2972)  0.9999
C (-22.3423, -2.2530, 4.3316)  -0.2712
C (-19.9001, -1.3156, 2.9258)  -0.6886
C (-18.7532, -2.0945, 3.5920)  -0.0927
C (-20.5488, -2.1432, 1.8207)  -0.0890
C (-19.2707, -0.0945, 2.2763)  -0.1254
C (-20.1398, 3.8102, 3.6541)  -0.7432
C (-20.3016, 3.5317, 2.1715)  -0.0917
C (-18.6985, 4.1459, 3.9570)  -0.1055
C (-21.0307, 4.9534, 4.1209)  -0.0924
H (-21.3634, 3.6602, 6.3176)  0.0315
H (-19.8282, 2.8524, 6.7748)  0.0395
H (-21.4796, 2.0204, 6.7515)  -0.0246
H (-25.3372, 3.9947, 4.0694)  0.1179
H (-27.4560, 3.3325, 2.9500)  0.1103
H (-27.5591, 1.1834, 1.6676)  0.1165
H (-25.6642, -0.4379, 1.8240)  0.1240
H (-22.8505, -2.3883, 3.3941)  0.0374
H (-23.0844, -1.9768, 5.0821)  0.0175
H (-21.8318, -3.1575, 4.6380)  0.0384
H (-19.1173, -2.9880, 4.1071)  0.0772
H (-18.2773, -1.4436, 4.3026)  0.0512
H (-18.0507, -2.4313, 2.8036)  0.1095
H (-20.9148, -3.1239, 2.1493)  0.0838
H (-19.8298, -2.3409, 1.0340)  0.0915
H (-21.3868, -1.6185, 1.3695)  0.0838
H (-18.6907, 0.4638, 2.9974)  0.0517
H (-19.9987, 0.5258, 1.7855)  0.0627
H (-18.6114, -0.4427, 1.4680)  0.1037
H (-19.6577, 2.7279, 1.8483)  0.0587
H (-20.0620, 4.4409, 1.5980)  0.1030
H (-21.3371, 3.2566, 1.9136)  0.0846
H (-18.0182, 3.3856, 3.5884)  0.0802
H (-18.5569, 4.2827, 5.0270)  0.0802
H (-18.4364, 5.0727, 3.4601)  0.0956
H (-22.0687, 4.7021, 4.1566)  0.0451
H (-20.8943, 5.7472, 3.3730)  0.0985
H (-20.7448, 5.3870, 5.0739)  0.0778
N (-23.8072, 3.5241, 6.9468)  0.0841
N (-24.6380, 3.3546, 8.0619)  0.0209
C (-24.3117, 2.4894, 9.0291)  -0.4065
N (-25.1078, 2.4828, 10.0962)  0.2154
N (-23.2535, 1.7034, 8.8868)  0.1440
N (-22.6204, 1.2746, 10.0275)  -0.3845
O (-21.7698, 0.4110, 9.7984)  -0.0882
O (-22.8627, 1.7082, 11.1503)  0.0805
H (-23.2891, 4.4056, 7.0067)  0.1114
H (-24.3206, 3.4942, 6.0837)  0.0579
H (-25.4612, 3.8705, 8.2658)  0.1478
H (-26.0109, 2.9032, 10.1273)  0.1277
H (-24.7833, 1.9726, 10.9004)  0.0918
O (-23.5385, 0.1316, 6.3460)  -0.1131
H (-24.1953, -0.3830, 6.8393)  0.0532
H (-23.8408, 0.0871, 5.4304)  0.0428
O (-20.6725, -2.5925, 7.1362)  -0.1364
H (-20.8575, -3.0543, 7.9750)  0.0640
H (-19.7613, -2.8057, 6.8819)  0.0634
Cl (-17.8374, -5.3067, 9.4601)  0.6532
C (-17.8775, -3.6006, 9.0276)  -0.6618
C (-17.5463, -3.2095, 7.7448)  -0.1029
C (-17.7700, -1.8643, 7.3877)  -0.0747
C (-18.4102, -0.9704, 8.2416)  -0.3759
C (-19.0918, 0.2584, 7.7606)  -0.2801
C (-18.6353, -1.3663, 9.5636)  -0.0660
C (-18.3772, -2.6864, 9.9454)  -0.1006
H (-17.0970, -3.8497, 6.9956)  0.1184
H (-17.5305, -1.5283, 6.4012)  0.0947
H (-18.7246, 0.5863, 6.7772)  0.0264
H (-18.9861, 1.1332, 8.4550)  0.0635
H (-19.0269, -0.6234, 10.2484)  0.1135
H (-18.5855, -3.0344, 10.9411)  0.0897
O (-22.7484, -1.6233, 8.4099)  -0.4136
P (-23.4437, -2.5961, 9.3600)  0.5625
N (-22.4186, -3.1632, 10.4913)  -0.1598
C (-22.6588, -4.4822, 11.1264)  -0.1610
C (-22.3110, -4.2170, 12.5974)  -0.1399
C (-21.2212, -3.1383, 12.5332)  -0.1290
C (-21.6672, -2.2375, 11.3828)  -0.1694
N (-24.0370, -3.7891, 8.4630)  -0.1813
C (-25.2763, -4.5493, 8.6727)  -0.1728
C (-24.8062, -5.9736, 8.4193)  -0.1585
C (-23.8368, -5.7865, 7.2556)  -0.1608
C (-23.0745, -4.5312, 7.5985)  -0.1737
N (-24.6884, -1.8250, 10.0885)  -0.1726
C (-25.7003, -1.1367, 9.2793)  -0.1791
C (-26.9014, -0.9937, 10.2451)  -0.1400
C (-26.2568, -1.0770, 11.6285)  -0.1620
C (-25.1729, -2.1133, 11.4587)  -0.1737
H (-22.0339, -5.2774, 10.7192)  0.1216
H (-23.7024, -4.7845, 11.0353)  0.0996
H (-22.0129, -5.1160, 13.1017)  0.1144
H (-23.1801, -3.8194, 13.1282)  0.1087
H (-20.2412, -3.5263, 12.3020)  0.0962
H (-21.1239, -2.5933, 13.4719)  0.1251
H (-20.8239, -1.8139, 10.8616)  0.0663
H (-22.2964, -1.3988, 11.6226)  0.0939
H (-26.0589, -4.1978, 7.9914)  0.1242
H (-25.6099, -4.4035, 9.6950)  0.0992
H (-25.6669, -6.6306, 8.1331)  0.1358
H (-24.2867, -6.4408, 9.2677)  0.1159
H (-24.4060, -5.6354, 6.3107)  0.1305
H (-23.1789, -6.6648, 7.1155)  0.1304
H (-22.8119, -3.9307, 6.7519)  0.0807
H (-22.2051, -4.7767, 8.2070)  0.1101
H (-25.9373, -1.7469, 8.3968)  0.1096
H (-25.3306, -0.1580, 8.9564)  0.0851
H (-27.6220, -1.8377, 10.1394)  0.1292
H (-27.4840, -0.1077, 10.0641)  0.1021
H (-26.9636, -1.3668, 12.4205)  0.1314
H (-25.8103, -0.1343, 11.9142)  0.1015
H (-25.5899, -3.1305, 11.5425)  0.1177
H (-24.3867, -2.0369, 12.2177)  0.1109


DFT total energy for the records above, in order: -295668.5578, -289495.3984, -137539.4482 eV